No. 1
Below is a 3-piece molecular cluster, C4H6O2 overall in a non-equilibrium geometry, with properties calculated with ωB97M-V with the def2-TZVPD basis set.

Output
- Energy above the lowest of the compared OMol25 structures with the same formula, charge and spin: 301.64 kJ/mol
- M: 86.09 g mol⁻¹
- Kohn-Sham gap: 0.381 hartree
- DFT total energy: -306.3914 a.u.

Geometry (Å):
O 2.7160 1.5053 -0.0538
C 1.7966 0.9108 -0.3546
C 0.5059 -1.2730 -0.4544
C -0.5933 -1.1793 0.2899
C -1.0578 1.2369 0.2265
O -0.0706 1.8651 0.5301
H 0.4828 -1.1744 -1.5371
H 1.4769 -1.4865 -0.0212
H -1.5762 -1.1394 -0.1683
H -0.5504 -1.2201 1.3742
H -1.7759 0.8993 0.9922
H -1.3540 1.0553 -0.8235


No. 2
Below is C5H7N2O2 as an isolated structure in a non-equilibrium geometry, with properties calculated with ωB97M-V with the def2-TZVPD basis set.

Output
- Energy above the lowest of the compared OMol25 structures with the same formula, charge and spin: 618.37 kJ/mol
- M: 127.12 g mol⁻¹
- Kohn-Sham gap: 0.187 hartree
- DFT total energy: -454.5673 a.u.
- Net charge: -1

Geometry (Å):
C 2.9107 -0.6285 -0.0487
C -0.0499 -0.5178 -0.5911
C 0.6692 0.1832 0.4163
C -1.5598 0.1221 -0.9152
C 1.6949 0.9659 0.3568
N 2.3770 1.9863 0.5485
N -2.0991 1.0351 -0.0726
O 3.2275 -1.1293 0.9855
O 3.2035 -0.4529 -1.2001
H 0.5558 -0.4760 -1.4962
H -0.3136 -1.6288 -0.4085
H -1.4230 2.0564 0.0629
H 0.0167 0.0430 1.3176
H -1.4919 0.3704 -1.9994
H -2.2724 -0.7607 -0.8489
H 3.4563 1.7702 0.6800


Which value of energy above the lowest of the compared OMol25 structures with the same formula, charge and spin does entry 1 give?
301.64 kJ/mol